41
Properties=species:S:1:pos:R:3:lowdin_charge:R:1 method="wB97M-V/def2-TZVPD" homo_energy_ev="-5.0 / -4.8" charge=-1
Bi 0.524 -0.446 -0.129 1.4672
I -2.980 2.573 6.474 0.7960
C -1.801 2.006 4.842 -0.7552
C -0.705 2.772 4.480 -0.2457
C 0.054 2.382 3.394 -0.6304
I 1.688 3.538 2.806 0.8746
C -0.220 1.220 2.636 -0.4439
O 0.555 0.924 1.638 -0.4333
C -1.359 0.469 3.030 -0.1572
C -1.753 -0.776 2.278 -0.1646
N -1.981 -0.504 0.856 -0.1371
C -2.951 0.534 0.551 -0.1438
C -2.388 1.767 -0.133 -0.2493
C -3.199 2.893 -0.268 -0.0258
C -2.693 4.015 -0.895 -0.0695
C -1.390 3.988 -1.373 -0.0618
C -0.658 2.829 -1.204 -0.1276
N -1.148 1.743 -0.603 0.0421
C -2.123 0.872 4.115 -0.1341
H -0.445 3.666 5.029 0.0738
H -0.948 -1.515 2.334 0.1062
H -2.640 -1.210 2.759 0.1191
H -2.192 -1.349 0.336 0.0678
H -3.739 0.128 -0.092 0.1264
H -3.439 0.871 1.471 0.1221
H -4.208 2.879 0.126 0.1134
H -3.304 4.902 -1.006 0.1031
H -0.946 4.846 -1.859 0.1008
H 0.371 2.755 -1.541 0.0700
H -2.986 0.279 4.393 0.0938
O -3.105 -2.095 -3.241 -0.2304
N -2.720 -1.981 -2.063 -0.2955
Te 3.047 1.000 -0.557 0.0693
O 0.845 -1.361 -2.715 -0.7610
S -0.516 -1.727 -3.259 0.8437
N -1.443 -1.816 -1.870 -0.4386
C 2.099 -1.803 2.207 -0.2730
O 1.121 -1.954 1.210 -0.5806
H 2.301 -2.780 2.660 0.0669
H 1.772 -1.119 3.000 0.0649
H 3.040 -1.411 1.804 0.0370

***

34
Properties=species:S:1:pos:R:3:lowdin_charge:R:1 method="wB97M-V/def2-TZVPD" homo_energy_ev=-8.4 charge=0 smiles="Cn1c(C(N)=O)cc2c1-c1c(Cl)cncc1OC2(C)C"
C 0.284 0.232 -2.808 -0.0472
N 0.771 0.096 -1.420 -0.0415
C 1.896 0.795 -0.970 -0.1470
C 2.992 1.269 -1.846 -0.4721
N 3.478 0.495 -2.897 0.1516
O 3.591 2.314 -1.671 0.0554
C 1.743 1.018 0.381 0.0740
C 0.468 0.438 0.823 -0.0814
C -0.052 -0.164 -0.309 -0.1197
C -1.363 -0.812 -0.149 -0.1151
C -1.787 -1.790 -1.046 -0.5558
Cl -0.673 -2.622 -2.118 0.7174
C -3.119 -2.229 -0.961 -0.1353
N -4.010 -1.695 -0.037 0.0622
C -3.543 -0.813 0.863 -0.0476
C -2.180 -0.393 0.887 -0.1723
O -1.748 0.489 1.856 0.0310
C -0.317 0.452 2.100 -0.4902
C 0.025 1.683 2.914 -0.0104
C 0.095 -0.801 2.896 0.0040
H 0.841 -0.442 -3.456 0.0621
H -0.801 -0.003 -2.879 0.0871
H 0.431 1.244 -3.150 0.0932
H 4.266 0.863 -3.412 0.1091
H 3.036 -0.389 -3.133 0.0919
H 2.448 1.553 1.024 0.1230
H -3.494 -3.044 -1.559 0.0968
H -4.234 -0.348 1.576 0.1243
H 1.106 1.716 3.069 0.0891
H -0.511 1.705 3.873 0.0974
H -0.272 2.579 2.365 0.0973
H -0.532 -0.945 3.762 0.0883
H 1.124 -0.779 3.200 0.0867
H 0.041 -1.672 2.234 0.0934

***

39
Properties=species:S:1:pos:R:3:lowdin_charge:R:1 method="wB97M-V/def2-TZVPD" homo_energy_ev=-8.5 charge=0
N -4.030 0.539 -2.865 0.0881
C -2.823 -0.139 -2.934 -0.9086
S -2.547 -1.369 -3.989 0.6003
N -1.714 0.333 -2.219 -0.0638
N -1.570 1.552 -1.667 0.1089
C -0.544 1.937 -0.848 -0.1697
C 0.561 1.076 -0.482 -0.0850
C 1.382 1.346 0.771 -0.2403
N 2.602 0.553 0.813 -0.0390
N 3.543 0.654 -0.187 0.0591
N 4.327 -0.406 -0.086 0.0050
N 3.982 -1.105 1.098 0.0723
C 2.822 -0.616 1.553 -0.2546
C 1.970 -1.174 2.642 -0.1621
C 1.607 -2.562 2.769 0.0221
C 0.617 -3.054 3.752 -0.0523
C 0.068 -2.096 4.583 -0.1280
C 0.468 -0.790 4.560 -0.0999
C 1.425 -0.279 3.625 -0.5147
Cl 2.112 1.370 3.781 0.7229
C 1.659 2.882 0.677 -0.2197
C 2.162 3.422 -0.714 -0.0623
O 0.953 3.768 -1.468 -0.0306
C -0.147 3.328 -0.668 -0.2794
O 0.315 3.329 0.706 -0.0408
H -4.661 0.499 -3.623 0.0774
H -3.732 1.457 -2.559 0.0753
H -0.889 -0.274 -2.337 0.1174
H 1.325 1.072 -1.257 0.1342
H 0.191 0.096 -0.285 0.1239
H 0.785 1.236 1.729 0.1277
H 2.105 -3.378 2.172 0.1251
H 0.386 -4.051 4.023 0.0886
H -0.516 -2.611 5.413 0.1354
H -0.124 -0.176 5.266 0.1196
H 2.187 3.271 1.552 0.1383
H 2.641 4.340 -0.588 0.1028
H 2.816 2.682 -1.254 0.1211
H -1.074 3.974 -0.819 0.1852

***

41
Properties=species:S:1:pos:R:3:lowdin_charge:R:1 method="wB97M-V/def2-TZVPD" homo_energy_ev=-8.8 charge=0
Mg -0.123 -0.315 0.194 0.7591
O 1.149 -3.161 -1.100 0.0561
C 1.362 -1.946 -0.989 -0.5858
O 0.612 -1.044 -1.482 -0.0612
C 2.500 -1.436 -0.110 -0.0714
O 2.156 -0.118 0.345 -0.1793
C 2.454 0.087 1.734 -0.0913
C 1.336 -0.457 2.644 -0.6311
O 1.564 -0.546 3.832 0.0679
O 0.220 -0.684 2.036 -0.0772
H -0.336 -3.297 -1.005 0.0649
H 3.429 -1.401 -0.684 0.1462
H 2.623 -2.120 0.730 0.1474
H 2.525 1.165 1.880 0.1368
H 3.411 -0.360 2.000 0.1331
N -3.802 -1.710 -6.489 0.1114
C -3.504 -1.888 -5.159 -0.3124
C -2.207 -1.644 -4.685 -0.0154
C -1.891 -1.862 -3.362 -0.0367
C -2.872 -2.337 -2.496 -0.3010
C -4.165 -2.575 -2.943 -0.0503
C -4.478 -2.354 -4.268 -0.0206
S -2.509 -2.601 -0.811 0.7576
O -1.316 -3.554 -0.746 -0.1439
O -3.625 -3.204 -0.167 -0.2377
N -1.966 -1.261 -0.188 -0.1261
C -2.625 -0.074 -0.319 -0.4384
N -3.908 0.028 -0.658 0.1620
C -4.399 1.259 -0.715 -0.0945
C -3.652 2.395 -0.436 -0.0411
C -2.324 2.194 -0.120 -0.0886
N -1.798 0.975 -0.073 0.0784
H -3.175 -1.156 -7.044 0.0951
H -4.769 -1.657 -6.754 0.0952
H -1.446 -1.286 -5.368 0.1152
H -0.891 -1.655 -2.998 0.1014
H -4.912 -2.929 -2.247 0.1177
H -5.482 -2.545 -4.625 0.1136
H -5.444 1.338 -0.994 0.1172
H -4.082 3.384 -0.474 0.1037
H -1.656 3.019 0.094 0.1240

***

34
Properties=species:S:1:pos:R:3:lowdin_charge:R:1 method="wB97M-V/def2-TZVPD" homo_energy_ev=-9.5 charge=0 smiles="[H]/N=C(/C)Cc1cc(COC(C)=O)cc2c1C(=O)NC2=O"
H 4.261 2.052 1.637 0.0414
N 4.386 1.034 1.356 0.0587
C 3.098 0.555 1.100 -0.3013
C 2.953 -1.029 0.663 -0.0733
C 1.864 1.614 1.305 -0.1346
C 0.451 1.185 0.592 -0.0720
C -0.747 0.309 1.353 0.0667
C -2.160 -0.061 0.539 -0.0884
C -3.397 -0.929 1.202 -0.1541
O -3.316 -2.349 0.724 -0.1113
C -1.968 -2.851 1.053 -0.2917
C -0.799 -3.236 -0.034 -0.0191
O -1.665 -2.978 2.365 -0.0376
C -2.413 0.458 -1.031 0.0716
C -1.241 1.338 -1.765 -0.0151
C 0.144 1.658 -0.947 0.0215
C 1.006 2.525 -2.039 -0.2399
O 2.202 3.046 -1.752 -0.0198
N 0.290 2.612 -3.403 0.0864
C -1.129 2.026 -3.249 -0.2323
O -2.086 2.129 -4.189 -0.0185
H 2.970 -1.700 1.650 0.0976
H 1.899 -1.196 0.171 0.0495
H 3.825 -1.334 -0.084 0.0982
H 1.652 1.684 2.477 0.1342
H 2.186 2.680 0.943 0.1197
H -0.603 -0.076 2.460 0.1161
H -3.287 -0.848 2.380 0.1374
H -4.465 -0.457 0.954 0.1519
H 0.125 -3.647 0.588 0.1022
H -1.134 -4.107 -0.745 0.0968
H -0.377 -2.288 -0.618 0.0909
H -3.387 0.210 -1.634 0.1142
H 0.862 1.969 -4.024 0.1540

***

36
Properties=species:S:1:pos:R:3:lowdin_charge:R:1 method="wB97M-V/def2-TZVPD" homo_energy_ev=-8.0 charge=0 smiles="CCOC(=O)C1=C(c2ccccc2)N2C=CS(=O)(=O)N[C@@H]2S1"
C 0.095 -4.722 -1.985 -0.0693
C 0.995 -3.538 -2.264 -0.2321
O 0.343 -2.294 -2.021 -0.0258
C 0.218 -1.829 -0.733 -0.4549
O 0.658 -2.420 0.279 0.0926
C -0.579 -0.635 -0.564 -0.3827
C -0.194 0.492 0.136 -0.1859
C 1.128 0.530 0.822 -0.1832
C 2.343 0.535 0.100 -0.0022
C 3.592 0.700 0.758 -0.0695
C 3.646 0.671 2.132 -0.0846
C 2.446 0.533 2.865 -0.0682
C 1.189 0.488 2.236 -0.0211
N -1.164 1.487 0.184 -0.0478
C -0.948 2.743 0.812 -0.0231
C -2.037 3.624 0.787 -0.1123
S -3.621 3.140 0.129 0.6236
O -3.841 3.587 -1.228 -0.3126
O -4.733 3.508 0.994 -0.3036
N -3.450 1.503 0.081 -0.1123
C -2.306 1.234 -0.725 -0.5894
S -2.184 -0.491 -1.247 1.0609
H 0.632 -5.678 -2.109 0.0873
H -0.738 -4.752 -2.702 0.0824
H -0.287 -4.642 -0.981 0.0688
H 1.893 -3.591 -1.628 0.1241
H 1.315 -3.545 -3.330 0.1316
H 2.216 0.480 -0.979 0.1204
H 4.473 0.756 0.175 0.0903
H 4.612 0.696 2.658 0.1111
H 2.506 0.462 3.949 0.1014
H 0.272 0.375 2.851 0.1331
H 0.025 2.959 1.267 0.1364
H -1.939 4.590 1.252 0.0827
H -4.298 1.182 -0.313 0.0989
H -2.279 1.864 -1.660 0.1349

***

38
Properties=species:S:1:pos:R:3:lowdin_charge:R:1 method="wB97M-V/def2-TZVPD" homo_energy_ev=-8.0 charge=0
Pt 0.629 -0.505 -0.587 0.9450
N -1.695 -3.917 -1.713 0.0849
C -0.882 -2.965 -1.219 -0.8369
S -0.870 -1.427 -2.026 0.5958
N -0.175 -3.292 -0.161 0.0179
N 0.581 -2.257 0.287 -0.1669
C 1.400 -2.437 1.276 -0.1653
C 1.569 -3.738 1.961 -0.1900
C 2.026 -4.852 1.264 -0.0240
C 2.201 -6.058 1.923 -0.0709
C 1.910 -6.163 3.277 -0.0824
C 1.448 -5.057 3.974 -0.0755
C 1.282 -3.846 3.319 -0.0401
C 2.186 -1.255 1.664 -0.1879
C 3.151 -1.263 2.655 0.0120
C 3.839 -0.088 2.930 -0.0350
C 3.550 1.055 2.212 -0.0258
C 2.595 0.987 1.209 -0.1010
N 1.941 -0.136 0.947 -0.0573
H -2.142 -3.778 -2.600 0.0878
H -1.668 -4.835 -1.307 0.1044
H 2.240 -4.768 0.207 0.1200
H 2.562 -6.919 1.378 0.1052
H 2.043 -7.108 3.787 0.1033
H 1.213 -5.136 5.027 0.1044
H 0.914 -2.983 3.860 0.1224
H 3.363 -2.175 3.192 0.1176
H 4.600 -0.076 3.699 0.1145
H 4.064 1.986 2.398 0.1139
H 2.349 1.828 0.579 0.1124
C 2.748 2.379 -3.269 -0.1449
S 2.492 0.898 -2.342 0.3831
O 3.619 0.760 -1.445 -0.3434
O 2.260 -0.175 -3.271 -0.3437
O 1.219 1.256 -1.564 -0.5528
H 3.687 2.261 -3.806 0.0680
H 2.807 3.218 -2.581 0.0640
H 1.922 2.502 -3.964 0.0672

***

38
Properties=species:S:1:pos:R:3:lowdin_charge:R:1 method="wB97M-V/def2-TZVPD" homo_energy_ev=-8.4 charge=0
O -3.028 -1.430 -0.806 0.0223
C -2.991 -0.700 0.088 -0.5977
N -2.282 -1.157 1.136 -0.0068
H -1.997 -0.303 1.835 0.1808
C -1.365 -2.020 1.117 -0.3217
C 0.205 -1.768 1.278 -0.5555
C 1.264 -2.334 0.713 -0.2939
C 2.440 -1.825 0.655 -0.2031
C 2.388 -0.788 1.543 -0.2863
S 0.689 -0.490 2.186 1.0612
H 3.217 -0.335 1.975 0.0469
H 3.456 -2.212 0.200 0.1757
H 0.980 -3.085 -0.200 0.1614
H -1.534 -2.938 0.382 0.1697
H -1.538 -2.729 2.020 0.1425
C -3.404 0.709 0.343 -0.0859
H -4.336 0.914 -0.430 0.1750
C -2.443 1.871 0.063 -0.3828
N -1.403 1.621 0.754 -0.1694
S 0.111 2.512 0.431 0.5078
O 0.791 2.968 1.438 -0.2047
O -0.166 3.516 -0.463 -0.2394
C 1.121 1.301 -0.545 -0.1688
C 2.526 1.585 -0.493 0.0534
C 3.281 0.705 -1.678 -0.0540
C 2.717 -0.297 -2.102 -0.1467
C 1.378 -0.356 -1.993 -0.3064
N 0.718 -1.686 -2.652 -0.1464
S -0.735 -1.370 -2.077 1.0810
N -0.740 -0.051 -1.226 -0.1387
C 0.560 0.237 -1.342 -0.4938
H 3.451 -0.847 -2.795 0.1753
H 4.312 1.001 -1.424 0.1130
H 2.836 2.623 -0.097 0.1349
H -1.462 2.071 1.804 0.1925
H -2.994 2.579 0.102 0.0134
H -2.155 1.799 -1.213 0.2200
H -3.873 0.712 1.474 0.1754

***

> Which value of charge does entry 4 give?

0